# 1
The following is a DFT calculation (ωB97M-V/def2-TZVPD) of a structure of composition C8H16Br6N2O2 in a non-equilibrium geometry.

Properties
Energy above the lowest of the compared OMol25 structures with the same formula, charge and spin: 2.075 eV
Highest occupied orbital energy: -9.02 eV
Strongest force on any atom: 4.84 eV Å⁻¹
HOMO-LUMO gap: 8.2845 eV
Charge: 0

```
34
C8H16Br6N2O2 | the OMol25 dataset | ωB97M-V/def2-TZVPD
C -1.784 -3.083 -22.426
O -2.934 -2.966 -21.852
N -0.529 -2.763 -21.928
C 0.745 -2.704 -22.674
C -0.427 -2.243 -20.499
H -1.782 -3.308 -23.504
H 0.929 -1.631 -22.731
H 0.840 -3.179 -23.650
H 1.656 -3.021 -22.167
H -0.261 -1.172 -20.386
H -1.297 -2.609 -19.953
H 0.441 -2.766 -20.099
C -2.374 -6.314 -18.978
O -2.616 -7.451 -19.468
N -3.256 -5.276 -18.984
C -2.923 -3.963 -18.391
C -4.495 -5.198 -19.712
H -1.396 -6.149 -18.499
H -3.709 -3.761 -17.664
H -3.058 -3.191 -19.149
H -1.984 -3.885 -17.843
H -4.446 -6.024 -20.421
H -5.297 -5.326 -18.985
H -4.569 -4.273 -20.283
C -0.650 -1.434 -16.327
Br 0.927 -0.335 -16.093
Br -2.272 -0.720 -15.484
Br -0.482 -3.331 -15.699
H -0.792 -1.464 -17.407
C -0.904 -3.188 -11.998
Br -1.447 -4.989 -12.629
Br 0.665 -3.456 -10.871
Br -2.422 -2.532 -11.110
H -0.779 -2.520 -12.851
```

# 2
The following is a DFT calculation (ωB97M-V/def2-TZVPD) of a structure of composition C24H35BrINO17SSi2 in a non-equilibrium geometry.

Properties
Highest occupied orbital energy: -9.46 eV
Strongest force on any atom: 1.54 eV Å⁻¹
HOMO-LUMO gap: 9.5789 eV
Charge: 0

```
82
C24H35BrINO17SSi2 | the OMol25 dataset | ωB97M-V/def2-TZVPD
C -1.638 1.523 0.912
S -1.697 1.259 -0.832
O -0.419 1.626 -1.408
O -2.222 -0.055 -1.110
Si -3.071 2.836 -1.541
O -4.591 2.340 -1.071
Si -5.973 3.097 -1.466
O -5.802 4.707 -1.303
Br -6.531 2.701 -3.583
C -7.337 2.415 -0.375
C -7.697 3.385 0.684
O -8.556 4.172 0.623
I -6.427 3.307 2.431
C -2.501 4.392 -0.721
C -1.455 5.121 -1.281
C -0.996 6.259 -0.629
N -1.509 6.721 0.509
C -2.511 6.022 1.040
C -3.029 4.863 0.477
H -1.187 2.489 1.093
H -2.675 1.580 1.237
H -1.109 0.721 1.408
H -2.920 2.915 -3.000
H -6.492 5.204 -1.755
H -8.220 2.144 -0.942
H -6.942 1.516 0.089
H -0.992 4.817 -2.206
H -0.174 6.815 -1.055
H -2.933 6.396 1.961
H -3.832 4.348 0.979
C 3.323 1.817 -0.179
C 2.954 2.669 1.001
C 3.457 2.185 2.345
O 2.445 2.689 3.245
C 1.299 2.792 2.544
O 0.217 2.981 3.006
O 1.528 2.641 1.226
H 2.821 2.167 -1.081
H 4.400 1.835 -0.342
H 3.015 0.788 -0.007
H 3.240 3.713 0.839
H 4.431 2.581 2.619
H 3.472 1.096 2.410
C 2.924 -4.344 -1.125
C 3.411 -3.618 0.099
C 2.378 -2.782 0.822
O 3.193 -1.750 1.417
C 4.302 -1.610 0.657
O 5.077 -0.713 0.764
O 4.388 -2.606 -0.245
H 3.758 -4.817 -1.638
H 2.208 -5.117 -0.856
H 2.448 -3.647 -1.818
H 3.897 -4.313 0.790
H 1.832 -3.319 1.590
H 1.670 -2.312 0.139
C 5.087 -5.397 -6.512
C 3.892 -6.037 -5.857
C 2.785 -5.091 -5.439
O 2.204 -5.781 -4.323
C 3.159 -6.572 -3.780
O 3.061 -7.126 -2.736
O 4.245 -6.618 -4.586
H 5.875 -6.132 -6.672
H 4.806 -4.975 -7.477
H 5.493 -4.604 -5.883
H 3.493 -6.840 -6.483
H 2.035 -4.923 -6.206
H 3.175 -4.133 -5.089
C -1.454 -0.132 5.760
C -1.708 -1.377 4.951
C -0.948 -2.611 5.387
O -0.815 -3.336 4.154
C -0.854 -2.439 3.140
O -0.588 -2.685 2.010
O -1.222 -1.223 3.603
H -1.944 0.728 5.305
H -1.837 -0.256 6.772
H -0.386 0.086 5.808
H -2.780 -1.585 4.890
H -1.473 -3.216 6.121
H 0.051 -2.368 5.755
```

# 3
The following is a DFT calculation (ωB97M-V/def2-TZVPD) of a structure of composition C34H40AsIrN12OS in a non-equilibrium geometry.

Properties
Energy above the lowest of the compared OMol25 structures with the same formula, charge and spin: 4.619 eV
Highest occupied orbital energy (alpha / beta): -14.15 / -14.15 eV
Strongest force on any atom: 5.25 eV Å⁻¹
HOMO-LUMO gap (alpha / beta): 3.2918 / 2.8940 eV
Charge: +3
2S+1: 2

```
90
C34H40AsIrN12OS | the OMol25 dataset | ωB97M-V/def2-TZVPD
Ir -0.275 -0.215 -0.371
C -2.251 3.749 0.130
C -1.499 2.557 -0.354
N -0.809 1.788 0.423
N -0.717 2.091 1.732
C 0.057 1.375 2.476
N 0.228 1.710 3.761
S 0.922 -0.059 1.919
C -1.446 2.224 -1.780
C -1.887 3.096 -2.764
C -1.710 2.764 -4.100
C -1.110 1.558 -4.419
C -0.726 0.719 -3.384
N -0.885 1.046 -2.102
H -2.197 3.809 1.211
H -3.295 3.683 -0.181
H -1.838 4.667 -0.294
H -0.222 2.530 4.136
H 0.837 1.184 4.360
H -2.347 4.035 -2.492
H -2.030 3.444 -4.879
H -0.950 1.263 -5.446
H -0.280 -0.244 -3.591
C 2.839 -4.639 0.949
N 2.338 -3.462 0.246
C 1.083 -3.041 0.100
N 1.079 -1.917 -0.600
C 2.399 -1.703 -0.879
N 3.182 -2.613 -0.365
C 2.881 -4.443 2.452
C 4.090 -4.386 3.149
C 4.111 -4.258 4.537
C 2.934 -4.176 5.252
C 1.716 -4.211 4.555
C 1.701 -4.350 3.158
C 0.467 -4.140 5.235
N 0.200 -4.268 6.533
N -1.103 -4.171 6.685
C -1.632 -3.955 5.477
O -0.670 -3.921 4.530
C -2.986 -3.670 5.161
C -4.008 -4.113 6.018
C -5.312 -3.778 5.722
C -5.591 -2.960 4.633
C -4.572 -2.482 3.791
C -4.953 -1.494 2.705
N -3.998 -1.355 1.618
C -2.808 -0.749 1.580
N -2.310 -0.851 0.358
C -3.260 -1.551 -0.329
N -4.289 -1.866 0.410
C -3.278 -2.874 4.035
H 3.835 -4.832 0.560
H 2.194 -5.482 0.700
H 0.210 -3.568 0.445
H 2.756 -0.901 -1.501
H 5.028 -4.459 2.612
H 5.057 -4.235 5.059
H 2.937 -4.086 6.330
H 0.746 -4.417 2.652
H -3.763 -4.721 6.879
H -6.118 -4.134 6.348
H -6.619 -2.675 4.439
H -5.110 -0.514 3.159
H -5.885 -1.806 2.238
H -2.355 -0.208 2.396
H -3.193 -1.804 -1.374
H -2.467 -2.557 3.394
C 1.741 4.180 0.528
C 2.652 3.205 1.273
As 2.881 1.504 0.316
C 4.363 0.626 1.270
C 5.620 1.493 1.301
C 3.666 2.160 -1.394
C 4.433 1.139 -2.218
H 1.509 5.036 1.160
H 0.802 3.703 0.248
H 2.220 4.554 -0.377
H 2.275 2.997 2.274
H 3.653 3.627 1.378
H 4.557 -0.328 0.778
H 4.000 0.413 2.276
H 5.964 1.742 0.297
H 6.423 0.941 1.789
H 5.469 2.414 1.861
H 4.328 2.951 -1.031
H 2.867 2.621 -1.973
H 5.104 0.532 -1.610
H 5.048 1.665 -2.949
H 3.774 0.478 -2.782
```

# 4
The following is a DFT calculation (ωB97M-V/def2-TZVPD) of a structure of composition C21H24N2O4 in a non-equilibrium geometry.

Properties
Energy above the lowest of the compared OMol25 structures with the same formula, charge and spin: 22.823 eV
Highest occupied orbital energy: -8.21 eV
Strongest force on any atom: 19.55 eV Å⁻¹
HOMO-LUMO gap: 7.7848 eV
Charge: 0

```
51
C21H24N2O4 | the OMol25 dataset | ωB97M-V/def2-TZVPD
C -6.734 -0.253 -0.669
C -5.405 -0.864 -1.418
H -5.182 -0.284 -2.402
H -5.636 -1.960 -1.617
O -4.413 -0.849 -0.698
C -3.278 -0.850 -1.039
O -3.119 -1.106 -2.092
C -2.158 -0.485 -0.191
C -2.385 -1.286 1.125
C -1.203 -0.979 2.212
C -1.325 0.772 2.504
N -1.192 1.376 1.128
C 0.164 1.576 0.824
O 1.023 2.003 1.815
C 0.381 2.174 -0.652
N 1.734 2.302 -0.592
C 2.501 3.323 -0.862
C 3.783 3.177 -0.873
C 4.086 1.969 -0.821
C 2.682 1.354 -0.493
C 2.282 -0.061 -0.421
O 1.056 -0.316 0.041
C 3.437 -0.930 -0.230
C 3.484 -1.837 0.989
C 4.558 -2.655 0.640
C 5.545 -2.925 -0.173
C 5.355 -2.315 -1.278
C 4.379 -1.017 -1.371
H 4.162 -0.589 -2.102
H 6.072 -2.274 -2.027
H 6.261 -3.573 -0.165
H 4.613 -3.492 1.620
H 2.867 -1.745 1.642
H 4.889 1.202 -0.728
H 4.563 3.889 -1.098
H 1.985 4.620 -0.981
H -0.068 3.159 -0.886
H 0.007 1.452 -0.945
C -2.155 1.038 0.303
H -2.152 1.735 -0.514
H -3.013 1.165 0.923
H -0.592 0.937 3.389
H -2.320 0.831 2.956
H -1.430 -1.616 3.183
H -0.373 -1.130 1.731
H -2.125 -2.443 0.987
H -3.235 -1.203 1.680
H -1.040 -0.909 -0.477
H -6.614 0.904 -0.694
H -7.097 -0.665 0.254
H -7.625 -0.351 -1.440
```

# 5
The following is a DFT calculation (ωB97M-V/def2-TZVPD) of a structure of composition C30H44FeINO3S4SbSe.

Properties
Energy above the lowest of the compared OMol25 structures with the same formula, charge and spin: 0.000 eV
Highest occupied orbital energy (alpha / beta): -2.09 / -2.08 eV
Strongest force on any atom: 0.34 eV Å⁻¹
HOMO-LUMO gap (alpha / beta): 5.2693 / 5.2632 eV
Charge: -2
2S+1: 6

```
86
C30H44FeINO3S4SbSe | the OMol25 dataset | ωB97M-V/def2-TZVPD
Fe 3.105 -0.361 -1.251
C -4.342 -0.754 -1.226
C -3.702 -2.149 -1.210
C -4.025 -2.799 0.135
C -4.337 -3.003 -2.316
C -2.196 -2.032 -1.444
C -1.244 -2.462 -0.530
C 0.111 -2.303 -0.775
Se 1.364 -2.850 0.574
C 1.265 -1.289 1.689
C 0.202 -1.169 2.561
C 0.024 -0.025 3.335
C 1.009 0.951 3.234
C 2.136 0.852 2.413
C 2.238 -0.267 1.553
O 3.183 -0.365 0.649
C 3.139 2.020 2.428
C 4.552 1.670 1.934
C 2.592 3.143 1.539
C 3.307 2.546 3.865
C -1.192 0.088 4.256
C -1.238 1.426 4.993
C -2.485 -0.049 3.440
C -1.147 -1.034 5.303
C 0.591 -1.718 -1.968
O 1.870 -1.502 -2.140
C -0.365 -1.359 -2.956
C -1.712 -1.491 -2.635
C -0.009 -0.752 -4.327
C 1.459 -0.901 -4.752
C -0.847 -1.430 -5.425
C -0.335 0.748 -4.297
H -5.430 -0.825 -1.122
H -3.964 -0.147 -0.401
H -4.124 -0.225 -2.155
H -5.109 -2.863 0.262
H -3.615 -3.809 0.200
H -3.624 -2.214 0.966
H -5.418 -3.082 -2.169
H -4.160 -2.572 -3.303
H -3.911 -4.008 -2.312
H -1.535 -2.916 0.409
H -0.512 -1.984 2.609
H 0.903 1.850 3.824
H 4.600 1.530 0.859
H 5.221 2.497 2.188
H 4.931 0.763 2.407
H 2.524 2.798 0.506
H 1.599 3.467 1.870
H 3.266 4.005 1.557
H 3.687 1.756 4.517
H 4.032 3.363 3.863
H 2.383 2.931 4.300
H -1.289 2.265 4.295
H -2.126 1.464 5.629
H -0.361 1.564 5.629
H -2.594 0.784 2.741
H -2.494 -0.974 2.861
H -3.359 -0.051 4.099
H -0.237 -0.959 5.903
H -2.011 -0.972 5.972
H -1.153 -2.017 4.829
H -2.436 -1.144 -3.364
H 1.803 -1.932 -4.674
H 1.546 -0.586 -5.797
H 2.132 -0.281 -4.167
H -0.637 -2.502 -5.455
H -1.922 -1.301 -5.292
H -0.582 -1.004 -6.396
H 0.295 1.252 -3.565
H -0.136 1.196 -5.275
H -1.384 0.928 -4.038
S 7.105 2.304 -1.919
Sb 5.501 1.113 -2.992
S 3.315 1.765 -2.212
S 5.184 -1.045 -1.969
S 5.535 0.980 -5.257
N 0.338 2.825 -1.263
C 0.097 1.639 -0.694
O 0.893 0.719 -0.659
C -1.236 1.331 -0.042
I -2.662 2.914 0.145
H 1.251 2.957 -1.687
H -0.344 3.561 -1.251
H -1.032 0.971 0.964
H -1.715 0.541 -0.618
```

# 6
The following is a DFT calculation (ωB97M-V/def2-TZVPD) of an isolated molecule of C12H8FNS2 in a non-equilibrium geometry.

Properties
Energy above the lowest of the compared OMol25 structures with the same formula, charge and spin: 8.563 eV
Highest occupied orbital energy: -8.02 eV
Strongest force on any atom: 4.44 eV Å⁻¹
HOMO-LUMO gap: 8.0119 eV
Charge: 0
SMILES: Fc1c(S)ccc2c1Sc1ccccc1N2

```
24
C12H8FNS2 | the OMol25 dataset | ωB97M-V/def2-TZVPD
F 1.629 3.551 -0.700
C 0.738 2.574 -1.244
C -0.420 2.948 -2.197
S -0.716 4.741 -2.647
C -1.338 1.802 -2.764
C -1.133 0.315 -2.386
C 0.018 -0.083 -1.379
C 0.931 1.088 -0.854
S 2.272 0.546 0.332
C 1.363 -0.746 1.334
C 1.519 -0.914 2.869
C 0.640 -2.028 3.544
C -0.334 -2.945 2.718
C -0.472 -2.749 1.177
C 0.384 -1.644 0.487
N 0.251 -1.482 -0.975
H -1.589 5.153 -1.623
H -2.174 2.111 -3.490
H -1.780 -0.552 -2.752
H 2.214 -0.231 3.482
H 0.673 -2.233 4.664
H -0.959 -3.772 3.188
H -1.183 -3.372 0.518
H -0.536 -2.079 -1.303
```

# 7
The following is a DFT calculation (ωB97M-V/def2-TZVPD) of a cluster of 15 separate species, H30O15 in total in a non-equilibrium geometry.

Properties
Energy above the lowest of the compared OMol25 structures with the same formula, charge and spin: 2.354 eV
Highest occupied orbital energy: -9.14 eV
Strongest force on any atom: 3.01 eV Å⁻¹
HOMO-LUMO gap: 8.6053 eV
Charge: 0

```
45
H30O15 | the OMol25 dataset | ωB97M-V/def2-TZVPD
O 1.067 -1.784 1.604
H 1.178 -2.460 2.262
H 1.734 -2.031 0.935
O -1.759 -1.763 2.275
H -1.291 -0.939 2.203
H -2.625 -1.399 2.230
O 1.691 1.135 0.089
H 1.496 1.698 0.821
H 2.550 0.744 0.357
O 1.252 0.387 -2.853
H 0.793 0.901 -3.609
H 2.083 0.083 -3.184
O -3.094 0.011 0.222
H -3.371 -0.834 -0.129
H -2.125 -0.099 0.124
O 0.231 -3.047 -1.048
H 0.895 -3.398 -0.487
H -0.533 -2.886 -0.511
O 3.487 1.593 -2.016
H 3.271 1.973 -2.871
H 2.643 1.271 -1.619
O -1.375 -4.252 1.184
H -1.198 -3.377 1.544
H -2.255 -4.400 1.526
O -0.553 0.833 2.435
H 0.391 0.715 2.586
H -0.677 1.433 1.691
O 0.708 3.293 -1.778
H 0.903 3.930 -1.092
H 0.985 2.507 -1.361
O -1.593 1.867 -2.042
H -0.942 2.557 -2.247
H -1.707 2.020 -1.090
O -1.317 2.582 0.435
H -2.033 2.601 1.118
H -1.489 3.409 -0.025
O -0.543 -0.400 -0.141
H 0.245 0.182 -0.222
H -0.317 -1.006 0.569
O 2.048 0.380 2.972
H 1.823 -0.274 2.337
H 1.827 -0.008 3.813
O -1.019 -1.347 -2.683
H -0.877 -0.441 -2.277
H -0.606 -1.963 -2.049
```

# 8
The following is a DFT calculation (ωB97M-V/def2-TZVPD) of a cluster of 3 separate species, C28H47F7N2O3S in total in a non-equilibrium geometry.

Properties
Highest occupied orbital energy: -8.06 eV
Strongest force on any atom: 8.47 eV Å⁻¹
HOMO-LUMO gap: 5.6286 eV
Charge: 0
SMILES: CCCCOC1=C(C(F)(F)C(F)(F)C(F)(F)F)C(=O)C(CCCS)=CC1=O.CCN(CC)CC.CCN(CC)CC

```
88
C28H47F7N2O3S | the OMol25 dataset | ωB97M-V/def2-TZVPD
C -1.821 7.786 -3.491
C -0.940 7.090 -4.693
C 0.409 6.289 -4.135
C 0.703 4.875 -4.905
O -0.242 3.787 -4.616
C -0.012 3.168 -3.304
C 0.967 2.046 -3.145
C 1.845 1.336 -4.319
F 1.945 2.052 -5.603
F 3.268 1.017 -3.921
C 1.080 -0.111 -4.662
F -0.376 0.229 -4.791
F 1.214 -1.037 -3.514
C 1.690 -0.875 -5.977
F 3.152 -1.106 -5.951
F 1.059 -2.248 -5.984
F 1.266 -0.262 -7.287
C 1.128 1.476 -1.580
O 2.185 0.752 -1.159
C 0.004 1.805 -0.385
C -0.079 0.909 1.025
C -0.396 1.800 2.356
C -1.968 2.087 2.680
S -3.157 0.702 2.274
C -0.944 2.921 -0.646
C -0.911 3.779 -2.044
O -1.648 4.891 -2.098
H -2.894 7.271 -3.532
H -2.007 8.935 -3.624
H -1.332 7.484 -2.465
H -1.557 6.385 -5.401
H -0.562 7.989 -5.382
H 1.320 7.012 -4.405
H 0.432 6.214 -2.948
H 1.781 4.512 -4.633
H 0.662 5.047 -6.085
H -0.752 -0.035 0.870
H 1.030 0.489 1.164
H 0.149 1.318 3.288
H 0.122 2.866 2.213
H -2.392 3.102 2.216
H -2.044 2.253 3.861
H -2.972 0.379 0.891
H -1.784 3.190 0.126
C -0.119 -3.492 -0.770
C -0.123 -4.945 -1.234
N -1.417 -5.389 -1.761
C -1.518 -6.844 -1.908
C -0.582 -7.517 -2.905
C -1.969 -4.608 -2.870
C -1.118 -4.462 -4.127
H -0.926 -3.302 -0.054
H 0.829 -3.263 -0.274
H -0.226 -2.796 -1.608
H 0.129 -5.556 -0.358
H 0.682 -5.092 -1.960
H -2.551 -7.114 -2.156
H -1.342 -7.296 -0.923
H -0.882 -7.325 -3.937
H -0.614 -8.603 -2.763
H 0.460 -7.206 -2.778
H -2.199 -3.602 -2.499
H -2.947 -5.016 -3.154
H -0.082 -4.192 -3.904
H -1.530 -3.667 -4.758
H -1.118 -5.374 -4.726
C 0.253 0.988 8.849
C -0.005 -0.143 7.858
N 0.731 0.002 6.598
C 0.253 -0.892 5.539
C 0.405 -2.392 5.762
C 2.186 0.122 6.706
C 2.939 -0.997 7.417
H 0.068 1.965 8.391
H -0.418 0.888 9.709
H 1.279 0.969 9.231
H -1.081 -0.134 7.641
H 0.208 -1.101 8.344
H 0.738 -0.625 4.592
H -0.811 -0.682 5.375
H 1.443 -2.715 5.659
H -0.172 -2.936 5.006
H 0.033 -2.710 6.741
H 2.415 1.063 7.221
H 2.618 0.255 5.706
H 2.475 -1.280 8.366
H 3.959 -0.666 7.644
H 3.027 -1.888 6.794
```